92
Properties=species:S:1:pos:R:3 method="wB97M-V/def2-TZVPD" homo_ev="-9.4321 / -10.3515" de_lowest_ev=2.518 spin_multiplicity=3 lumo_ha="-0.09174 / -0.13084" total_charge=+1 s_squared=2.08 e_tot_ha=-7241.2237 largest_force_ha_per_bohr=0.016
Pt 0.1701 -0.0071 -0.1183
C -3.8474 -2.8252 3.8335
C -2.8646 -2.1354 2.9361
C -3.0604 -0.8342 2.4925
C -2.1426 -0.2431 1.6479
N -1.0478 -0.8892 1.2260
C -0.8335 -2.1427 1.6560
C -1.7095 -2.7841 2.5000
H -4.6861 -2.1785 4.0812
H -3.3649 -3.1374 4.7606
H -4.2329 -3.7242 3.3508
H -3.9279 -0.2672 2.8026
H -2.2736 0.7683 1.2867
H 0.0689 -2.6240 1.3084
H -1.4880 -3.7943 2.8182
C -1.9177 -2.5775 -2.8813
C -1.5197 -4.0131 -2.5603
As 0.2195 -4.5799 -3.3056
C -0.3693 -4.8059 -5.1545
C 0.4009 -4.2266 -6.1581
C 0.0568 -4.3899 -7.4958
C -1.0593 -5.1382 -7.8347
C -1.8308 -5.7256 -6.8379
C -1.4861 -5.5612 -5.5054
C 0.1516 -6.4582 -2.7735
C -0.7949 -7.0118 -1.9180
C -0.7396 -8.3617 -1.5856
C 0.2616 -9.1670 -2.1037
C 1.2149 -8.6204 -2.9540
C 1.1623 -7.2751 -3.2799
P -1.0036 -1.2295 -1.9984
C 0.5978 -1.3098 -2.8321
C 0.9067 -0.7110 -4.1572
C 2.2790 -1.0308 -4.6675
C 3.2176 -1.6205 -3.8979
C 2.8985 -2.0544 -2.5842
C 1.5970 -1.8989 -2.0968
C -2.1862 0.2150 -2.1856
C -3.5137 -0.0885 -1.8462
C -4.4904 0.8932 -1.7574
C -4.1714 2.2204 -1.9906
C -2.8557 2.5500 -2.2673
C -1.8766 1.5694 -2.3353
H -2.9681 -2.4547 -2.6498
H -1.8044 -2.3563 -3.9473
H -2.2844 -4.6682 -2.9801
H -1.5050 -4.1811 -1.4814
H 1.2831 -3.6527 -5.8919
H 0.6649 -3.9403 -8.2702
H -1.3254 -5.2740 -8.8749
H -2.6947 -6.3218 -7.1023
H -2.0800 -6.0460 -4.7384
H -1.5899 -6.4054 -1.5036
H -1.4850 -8.7829 -0.9231
H 0.3017 -10.2171 -1.8461
H 2.0012 -9.2441 -3.3591
H 1.9121 -6.8543 -3.9413
H 0.1654 -1.0063 -4.9140
H 2.5140 -0.7066 -5.6734
H 4.2144 -1.7851 -4.2865
H 3.6480 -2.5352 -1.9718
H 1.3610 -2.3222 -1.1260
H -3.8124 -1.1004 -1.6178
H -5.5044 0.6108 -1.5060
H -4.9317 2.9875 -1.9326
H -2.5748 3.5847 -2.4180
H -0.8605 1.9043 -2.4756
S 3.5206 2.6551 -1.7801
C 2.4973 1.6925 -0.8467
N 1.5104 1.1007 -1.4806
C 1.5784 1.3974 -2.8561
C 0.7280 0.8414 -3.9798
C 0.9878 1.5177 -5.2938
C 1.9698 2.4263 -5.5065
C 2.8264 2.8176 -4.4618
C 2.5944 2.2771 -3.1745
H 2.6715 1.5894 0.2092
H -0.3297 0.9676 -3.7567
H 0.3520 1.2012 -6.1125
H 2.1082 2.8564 -6.4897
H 3.6224 3.5293 -4.6235
Cl -0.8381 3.0656 0.6593
C 0.3238 2.3594 1.7366
C 0.8367 1.1005 1.4396
C 1.7818 0.5806 2.3201
Cl 2.5012 -0.9638 1.9707
C 2.2011 1.2714 3.4569
Cl 3.3700 0.5911 4.5128
C 1.6622 2.5271 3.7312
Cl 2.1582 3.3913 5.1275
C 0.7217 3.0784 2.8635
Cl 0.0622 4.6291 3.1868



97
Properties=species:S:1:pos:R:3 method="wB97M-V/def2-TZVPD" homo_ev=-9.4044 de_lowest_ev=0.599 lumo_ha=-0.09687 total_charge=+1 e_tot_ha=-3511.0034 largest_force_ha_per_bohr=0.007
Pb 0.5987 0.0791 0.4129
C 2.4425 -1.7252 -2.1030
O 1.5024 -0.6430 -2.0310
C 1.7185 0.4176 -2.9093
C 1.8285 0.2004 -4.2753
C 2.1004 1.2559 -5.1276
C 2.2675 2.5317 -4.6003
C 2.1229 2.7490 -3.2437
C 1.8168 1.7010 -2.3745
N 1.5939 1.8713 -0.9761
N 1.7338 3.0813 -0.6012
C 1.6524 3.5169 0.6646
C 1.7243 2.7105 1.8451
O 1.7254 1.4289 1.8543
C 1.8410 3.3739 3.1154
C 1.8403 4.7168 3.2156
C 1.7428 5.5661 2.0637
C 1.7396 6.9634 2.2013
C 1.6528 7.7757 1.0982
C 1.5603 7.1931 -0.1710
C 1.5555 5.8253 -0.3212
C 1.6556 4.9772 0.7931
H 2.7599 -1.9092 -3.1261
H 3.3210 -1.4980 -1.4970
H 1.9506 -2.6093 -1.7040
H 1.6974 -0.7987 -4.6699
H 2.1936 1.0811 -6.1907
H 2.5052 3.3629 -5.2503
H 2.2448 3.7380 -2.8269
H 1.9005 2.7330 3.9844
H 1.9056 5.1839 4.1916
H 1.8056 7.3896 3.1949
H 1.6509 8.8515 1.2077
H 1.4863 7.8255 -1.0463
H 1.4649 5.3919 -1.3067
O -3.7476 0.8662 1.5876
Cl -2.3420 1.0688 1.7545
O -2.0463 2.1178 2.6661
O -1.7563 1.4121 0.4227
O -1.6938 -0.1711 2.1507
N 0.8830 -3.7284 1.2575
C 2.0973 -3.0576 1.3944
C 3.1462 -3.8300 1.9237
C 4.3768 -3.2574 2.1178
C 4.5676 -1.9163 1.7871
C 3.4932 -1.2298 1.2856
N 2.2774 -1.7774 1.0850
C -0.3454 -3.5655 0.6118
C -1.1905 -4.6844 0.6390
C -2.4249 -4.5896 0.0418
C -2.8069 -3.3962 -0.5587
C -1.8979 -2.3577 -0.5523
N -0.6879 -2.4376 0.0100
H 0.9434 -4.6473 1.6664
H 2.9771 -4.8688 2.1763
H 5.1867 -3.8462 2.5271
H 5.5161 -1.4220 1.9326
H 3.5707 -0.1744 1.0496
H -0.8794 -5.5978 1.1279
H -3.1029 -5.4319 0.0602
H -3.7879 -3.2735 -0.9932
H -1.9625 -0.2725 -0.6106
N -2.1946 -1.1069 -1.1532
P -2.9616 -0.8489 -2.5909
C -2.7268 -2.2987 -3.6001
C -3.8024 -3.0099 -4.1171
C -3.5638 -4.1313 -4.9010
C -2.2622 -4.5307 -5.1611
C -1.1865 -3.8115 -4.6491
C -1.4147 -2.6919 -3.8711
C -4.6951 -0.5229 -2.3484
C -5.4415 0.0135 -3.4019
C -6.7949 0.2422 -3.2303
C -7.3969 -0.0447 -2.0098
C -6.6516 -0.5580 -0.9597
C -5.2970 -0.8044 -1.1260
C -2.2301 0.5535 -3.4156
C -1.9336 0.4805 -4.7769
C -1.4339 1.5983 -5.4279
C -1.2223 2.7744 -4.7233
C -1.5223 2.8469 -3.3692
C -2.0409 1.7441 -2.7113
H -4.8169 -2.6978 -3.9041
H -4.3956 -4.6915 -5.3058
H -2.0814 -5.4057 -5.7710
H -0.1737 -4.1259 -4.8638
H -0.5894 -2.1159 -3.4727
H -4.9645 0.2634 -4.3425
H -7.3770 0.6630 -4.0387
H -8.4521 0.1512 -1.8738
H -7.1178 -0.7502 -0.0033
H -4.7065 -1.1599 -0.2937
H -2.0807 -0.4423 -5.3228
H -1.1965 1.5445 -6.4818
H -0.8244 3.6416 -5.2333
H -1.3582 3.7650 -2.8216
H -2.2888 1.8212 -1.6587



92
Properties=species:S:1:pos:R:3 method="wB97M-V/def2-TZVPD" homo_ev="-6.5659 / -7.4712" spin_multiplicity=3 lumo_ha="-0.00352 / -0.02419" s_squared=2.02 e_tot_ha=-3490.1001 largest_force_ha_per_bohr=0.062
Ti 8.7882 -17.5561 7.1486
C 4.1052 -21.0832 7.5193
C 5.1600 -21.7221 8.1378
C 6.4625 -21.2002 8.0902
C 6.6751 -19.9687 7.5210
C 5.5783 -19.2379 6.9801
C 4.3281 -19.8040 6.9443
N 7.9404 -19.3900 7.6400
N 8.8438 -20.1277 8.3639
C 9.7970 -19.3415 8.9916
C 10.6856 -20.0268 9.8658
C 11.6485 -19.3371 10.5602
C 11.7117 -17.9055 10.4312
C 10.8187 -17.2421 9.5930
C 9.9375 -17.9455 8.7224
H 3.1130 -21.5228 7.4760
H 5.0644 -22.6715 8.6815
H 7.3118 -21.7800 8.5123
H 5.7352 -18.2886 6.5203
H 3.5808 -19.2629 6.3960
H 10.6523 -21.1374 9.9015
H 12.2602 -19.9503 11.2106
H 12.4515 -17.3120 10.9988
H 10.8721 -16.1769 9.5579
N 10.0013 -18.9485 6.0208
C 11.0102 -18.8715 4.8962
C 10.6122 -18.6209 3.6063
C 11.6209 -18.6029 2.6067
C 12.9582 -18.7314 2.9668
C 13.3469 -18.7331 4.2970
C 12.3454 -18.9604 5.2683
H 9.2527 -19.4897 5.6135
H 10.3743 -19.6256 6.6954
H 9.5539 -18.5347 3.3094
H 11.3618 -18.4031 1.5895
H 13.7473 -18.7745 2.2156
H 14.3741 -18.6930 4.6315
H 12.5447 -19.2716 6.2896
C 5.6458 -15.2358 5.3168
C 4.9372 -14.4724 6.4656
C 3.7526 -13.7863 6.0869
C 2.9501 -13.1824 7.0630
C 3.3563 -13.1903 8.3906
C 4.5131 -13.8937 8.7646
C 5.2891 -14.5706 7.8210
Sb 7.0248 -15.5723 8.6494
C 8.0404 -13.6392 9.1311
C 8.1708 -12.8385 7.9561
C 8.9081 -11.6743 7.9823
C 9.5251 -11.3177 9.1858
C 9.4144 -12.1087 10.3385
C 8.6546 -13.2363 10.3329
C 8.5261 -14.0462 11.6051
C 5.6769 -16.6674 10.0540
C 4.3258 -16.8863 9.7347
C 3.3643 -17.2678 10.6937
C 3.7683 -17.4881 12.0073
C 5.1131 -17.5366 12.2729
C 6.0868 -17.1072 11.3347
C 7.5306 -17.2541 11.8689
H 5.0512 -15.1459 4.3945
H 5.6527 -16.3410 5.4672
H 6.6597 -14.8660 5.0478
H 3.5569 -13.7027 5.0154
H 2.0588 -12.6516 6.6887
H 2.8369 -12.6348 9.1503
H 4.9099 -13.7565 9.7782
H 7.5046 -13.0904 7.1311
H 9.0404 -11.0402 7.1042
H 10.2162 -10.4361 9.1639
H 9.9440 -11.8856 11.2976
H 8.6722 -13.3899 12.4576
H 9.2945 -14.7915 11.6032
H 7.4826 -14.4799 11.6809
H 4.0087 -16.6660 8.7350
H 2.3759 -17.4050 10.3319
H 3.0749 -17.7134 12.7903
H 5.4689 -17.9384 13.2303
H 7.6587 -18.2735 12.2178
H 7.7071 -16.5305 12.7016
H 8.2585 -17.0922 11.0939
F 7.8463 -17.1470 5.1485
C 8.8135 -16.0585 5.0724
C 9.5148 -15.8822 6.2528
C 10.5911 -14.9566 6.2219
F 11.3394 -14.7459 7.3295
C 10.8910 -14.2949 5.0522
F 11.8964 -13.3864 5.0345
C 10.1601 -14.5462 3.8829
F 10.6081 -13.9414 2.7793
C 9.2002 -15.5517 3.8342
F 8.5735 -15.8502 2.6833



106
Properties=species:S:1:pos:R:3 method="wB97M-V/def2-TZVPD" homo_ev="-8.1105 / -8.3934" de_lowest_ev=0.445 lumo_ha="-0.04295 / -0.04946" e_tot_ha=-5363.6824 largest_force_ha_per_bohr=0.017
Re 0.0268 -0.9787 0.5402
C -0.5282 0.3392 4.0283
O -0.8352 0.1562 2.6153
C -2.1229 0.3169 2.2292
S -3.2924 1.1028 3.0350
S -2.2884 -0.4157 0.6685
H 0.5387 0.4709 4.0912
H -0.8517 -0.5573 4.5515
H -1.0595 1.2128 4.3890
F 0.5074 -2.4246 2.2122
P -0.5385 -3.7094 2.7462
F -1.4932 -4.8869 3.1917
F -1.3482 -3.4868 1.3517
F 0.3627 -3.7897 4.0542
F -1.4559 -2.5927 3.4216
F 0.4551 -4.7102 1.9773
C 0.3645 3.3586 4.2384
C -0.7482 3.9110 3.6180
C -0.9270 3.7640 2.2475
C 0.0030 3.0593 1.4777
C 1.1248 2.5205 2.1227
C 1.3040 2.6603 3.4890
Si -0.0375 2.9917 -0.3716
C -1.3904 4.0138 -1.1046
C -2.7077 3.8261 -0.6655
C -3.7486 4.5619 -1.2174
C -3.4871 5.4891 -2.2207
C -2.1890 5.6714 -2.6787
C -1.1473 4.9392 -2.1213
C 1.7142 3.3455 -0.8801
C 2.5478 2.4036 -1.4872
C 3.8966 2.6661 -1.6931
C 4.4322 3.8846 -1.3008
C 3.6183 4.8384 -0.7014
C 2.2748 4.5655 -0.4871
H 0.4996 3.4746 5.3072
H -1.4780 4.4611 4.1987
H -1.7931 4.2159 1.7805
H 1.8800 1.9888 1.5511
H 2.1764 2.2239 3.9615
H -2.9301 3.0845 0.0988
H -4.7615 4.4136 -0.8615
H -4.2978 6.0674 -2.6481
H -1.9887 6.3807 -3.4726
H -0.1362 5.0781 -2.4908
H 2.1603 1.4431 -1.8038
H 4.5237 1.9183 -2.1647
H 5.4830 4.0938 -1.4619
H 4.0321 5.7910 -0.3933
H 1.6572 5.3076 0.0116
O -0.4736 1.4817 -1.0229
C -0.0768 0.2511 -1.0158
O 2.9820 -1.5128 -1.4471
C 3.1299 -1.1531 -0.2998
N 4.3301 -1.0083 0.3409
C 4.2025 -0.6992 1.7538
C 2.6916 -0.4274 1.8004
O 2.1078 0.0326 2.7481
N 2.1038 -0.7737 0.5946
C 4.9489 0.5622 2.1795
C 5.6082 1.3612 1.2562
C 6.2505 2.5264 1.6670
C 6.2252 2.9028 2.9997
C 5.5576 2.1076 3.9266
C 4.9251 0.9441 3.5206
C 4.5746 -1.9133 2.6154
C 5.8285 -2.4891 2.4154
C 6.2020 -3.6280 3.1081
C 5.3208 -4.2098 4.0139
C 4.0820 -3.6298 4.2324
C 3.7093 -2.4802 3.5411
H 5.1549 -1.4141 -0.0663
H 5.6154 1.0826 0.2097
H 6.7640 3.1419 0.9375
H 6.7256 3.8080 3.3200
H 5.5307 2.3962 4.9701
H 4.4109 0.3228 4.2433
H 6.5329 -2.0335 1.7248
H 7.1779 -4.0659 2.9372
H 5.6005 -5.1132 4.5413
H 3.3820 -4.0763 4.9272
H 2.7341 -2.0473 3.7237
N -5.7723 -0.2900 -4.6576
C -4.4289 -0.0914 -4.4986
C -3.5043 -0.9253 -5.1474
C -2.1513 -0.7477 -4.9617
C -1.7109 0.2749 -4.1228
C -2.6158 1.1219 -3.4744
C -3.9621 0.9354 -3.6627
S -0.0371 0.5204 -3.8343
O 0.2223 1.8983 -3.6232
O 0.7637 -0.2730 -4.7094
N 0.1580 -0.2863 -2.2887
C 0.3402 -1.6594 -2.2527
S 0.7464 -2.7387 -3.5034
C 0.7363 -4.0291 -2.3662
C 0.4552 -3.5909 -1.1288
N 0.2203 -2.2221 -1.0709
H -6.1022 -0.9188 -5.3658
H -6.4203 0.3993 -4.3241
H -3.8626 -1.7156 -5.7963
H -1.4333 -1.3786 -5.4713
H -2.2544 1.9185 -2.8307
H -4.6716 1.5827 -3.1611
H 0.9540 -5.0388 -2.6753
H 0.3919 -4.1772 -0.2269



93
Properties=species:S:1:pos:R:3 method="wB97M-V/def2-TZVPD" homo_ev="-6.9051 / -6.6703" de_lowest_ev=0.389 spin_multiplicity=3 lumo_ha="-0.01494 / -0.01814" s_squared=2.01 e_tot_ha=-2971.5734 largest_force_ha_per_bohr=0.015
Re -0.6413 0.8840 -1.3102
C 1.1529 -3.6974 3.0999
C 1.8159 -2.3644 2.7807
C 2.9936 -2.0751 3.6731
O 2.2442 -2.3541 1.4232
C 1.2767 -1.7102 0.5993
C 0.1775 -1.2758 1.6436
O 0.8908 -1.2957 2.8748
C -0.8320 -0.0516 1.6858
O -1.3476 0.2755 0.4290
C -0.2380 1.1717 2.4159
C 0.2562 2.2626 1.7088
C 0.7937 3.3695 2.3540
C 0.8479 3.4106 3.7381
C 0.3549 2.3315 4.4608
C -0.1806 1.2316 3.8071
C -2.0623 -0.5422 2.5022
C -3.3229 -0.0416 2.1809
C -4.4570 -0.4483 2.8735
C -4.3570 -1.3674 3.9083
C -3.1071 -1.8706 4.2408
C -1.9744 -1.4596 3.5485
C 1.9789 -0.7410 -0.4112
O 0.9701 0.1714 -0.7119
C 3.1602 0.0375 0.1571
C 4.3660 0.1759 -0.5138
C 5.3723 0.9897 0.0000
C 5.1780 1.6821 1.1845
C 3.9658 1.5585 1.8565
C 2.9731 0.7414 1.3450
C 2.3765 -1.5549 -1.6311
C 3.2333 -2.6431 -1.4474
C 3.5996 -3.4431 -2.5155
C 3.1211 -3.1643 -3.7926
C 2.2835 -2.0762 -3.9817
C 1.9101 -1.2726 -2.9048
H 1.8726 -4.5048 2.9620
H 0.3047 -3.8851 2.4404
H 0.8055 -3.7097 4.1347
H 3.7651 -2.8286 3.5113
H 2.6834 -2.1070 4.7190
H 3.4038 -1.0929 3.4459
H 0.8088 -2.4765 -0.0249
H -0.4972 -2.1371 1.6381
H 0.2422 2.2691 0.6274
H 1.1748 4.1945 1.7645
H 1.2660 4.2696 4.2476
H 0.3827 2.3434 5.5432
H -0.5545 0.4093 4.4035
H -3.4074 0.6689 1.3707
H -5.4239 -0.0422 2.6005
H -5.2397 -1.6857 4.4497
H -3.0077 -2.5874 5.0466
H -1.0091 -1.8603 3.8333
H 4.5313 -0.3413 -1.4506
H 6.3072 1.0850 -0.5382
H 5.9618 2.3152 1.5823
H 3.7923 2.0985 2.7804
H 2.0372 0.6512 1.8780
H 3.6105 -2.8626 -0.4555
H 4.2641 -4.2827 -2.3526
H 3.4123 -3.7852 -4.6308
H 1.9222 -1.8336 -4.9740
H 1.2880 -0.4045 -3.0809
I 1.2908 1.8517 -6.0935
C -0.1467 2.8671 -5.0041
C -0.8097 3.9842 -5.5618
C -1.7735 4.6659 -4.8714
I -2.6941 6.3009 -5.7780
C -2.1368 4.2556 -3.5617
C -3.1211 4.8509 -2.7358
C -3.3765 4.3346 -1.4985
C -2.6602 3.2114 -1.0486
N -1.7328 2.6507 -1.7891
C -1.4618 3.1459 -3.0332
C -0.4501 2.4261 -3.7359
O 0.1179 1.4120 -3.1243
H -0.5419 4.3043 -6.5598
H -3.6660 5.7131 -3.0969
H -4.1234 4.7741 -0.8521
H -2.8275 2.7775 -0.0701
O -2.4084 0.3046 -2.2744
N -2.8198 -0.9684 -2.2760
C -3.6159 -1.3091 -3.3036
C -4.1011 -2.5895 -3.4082
C -3.7630 -3.5300 -2.4448
C -2.9486 -3.1452 -1.3994
C -2.4755 -1.8459 -1.3246
H -3.8089 -0.5107 -4.0031
H -4.7339 -2.8361 -4.2486
H -4.1368 -4.5428 -2.5111
H -2.6683 -3.8336 -0.6147
H -1.8762 -1.4410 -0.5195